Density functional theory data (wB97M-V/def2-TZVPD) for a structure of composition C4H18AlN8O6.

Atoms and positions in Å:
Al: 0.831475 -1.391607 0.189417
O: 2.153195 -1.212757 2.759907
H: 2.861885 -1.107407 3.424127
O: -1.412895 -1.379887 -1.786473
H: -1.766545 -2.154407 -2.265623
C: -0.145255 1.741273 -2.073083
O: 0.618885 1.016673 -1.431313
N: -1.159315 1.304233 -2.721383
N: -0.170665 3.011303 -2.040423
H: -1.916495 1.860773 -3.091573
H: -1.237755 0.298093 -2.680963
H: 0.508715 3.546503 -1.518783
H: -0.686305 3.435823 -2.798053
C: -0.741665 1.995723 1.879257
O: -0.615575 0.846793 1.453507
N: -0.409715 2.358453 3.068437
N: -1.204195 2.931023 1.165847
H: -0.943535 3.078523 3.533877
H: 0.059445 1.654763 3.620527
H: -1.222595 3.852913 1.578037
H: -1.622305 2.750403 0.264377
C: -1.415925 -1.701027 3.407827
O: -1.143965 -1.891857 2.236087
N: -0.505545 -1.326497 4.251387
N: -2.563155 -1.874687 4.096277
H: 0.420635 -1.279837 3.851257
H: -0.630445 -1.343287 5.253497
H: -2.752975 -1.877917 5.088267
H: -3.244075 -2.308847 3.489677
C: 2.222805 -1.809757 -3.639793
O: 1.818515 -1.819587 -2.494783
N: 2.205365 -2.797617 -4.365103
N: 2.799855 -0.821407 -4.125383
H: 2.886855 -2.940667 -5.096683
H: 1.840915 -3.662867 -3.992803
H: 3.291035 -0.918717 -5.002523
H: 2.991325 -0.062637 -3.486863

Forces on atoms 1 to 2 (eV/Å):
-0.46 0.70 0.84
-0.68 0.01 0.05

## Properties
2S+1: 2
Calculated total energy: -35239.781 eV
Total charge: 0
Orbital gap (spin up / spin down): 7.24 / 4.22 eV
LUMO (spin up / spin down): 0.021 / -0.075 hartree
Strongest force on any atom: 0.2158 hartree/bohr